# C9H20N4

A gas-phase ion, C9H20N4 (charge +2) (the ωB97M-V functional and the def2-TZVPD basis, the Open Molecules 2025 dataset).

XYZ file:
```
33
Properties=species:S:1:pos:R:3:mulliken_spin:R:1
C 0.671 -3.142 0.060 0.01
C 0.374 1.938 0.173 0.04
H 0.765 -1.622 -1.470 0.05
H 0.208 -1.305 2.114 0.00
C 2.697 0.924 0.020 0.07
H 0.085 -3.671 -0.704 0.00
H 3.013 1.860 -0.373 0.00
H 3.236 0.231 -0.532 -0.01
C 0.662 -0.444 0.220 0.44
C -3.965 0.986 0.171 -0.01
N -2.589 1.002 0.575 0.21
H -0.492 2.136 -0.510 0.00
H 0.077 -3.262 0.896 0.00
H -4.450 1.831 0.660 0.00
C -1.692 0.079 0.388 -0.09
H -0.042 0.640 -2.217 0.00
H -4.162 0.923 -0.839 0.01
H 2.899 0.924 1.078 0.00
H 1.783 -3.226 0.241 0.00
H 1.715 -1.562 1.540 0.02
H -2.299 1.814 1.108 -0.01
N 1.047 -0.823 1.578 0.00
H 1.555 -0.107 2.248 0.00
N -1.925 -1.045 -0.241 0.38
C 1.154 0.817 -0.434 0.02
C 1.046 0.852 -1.993 0.02
N -1.087 -1.800 -0.561 0.75
H 0.966 2.868 0.256 0.00
H 1.123 1.940 -2.328 0.00
C 0.374 -1.680 -0.483 0.10
H -0.044 1.583 1.178 0.00
H 1.693 0.179 -2.393 0.00
H -4.396 0.162 0.572 0.01
```

Output
2S+1 = 3
maximum force = 5.09 eV/A
net charge = +2
energy = -573.04227 Ha

=====

# C2H8

2 unconnected molecules or ions with the total composition C2H8 (the ωB97M-V functional and the def2-TZVPD basis, the Open Molecules 2025 dataset).

XYZ file:
```
10
Properties=species:S:1:pos:R:3:mulliken_spin:R:1
H 1.997 -1.479 -0.909 -0.10
C 1.094 -1.589 -0.275 -0.16
H -2.178 1.587 -0.048 -0.43
H -0.314 1.227 -0.496 -0.17
C -1.105 1.536 0.279 2.90
H -0.828 1.067 1.272 -0.69
H 0.565 -0.556 -0.130 0.65
H 1.303 -1.996 0.744 -0.25
H -0.705 2.607 0.319 -0.40
H 0.227 -2.137 -0.774 -0.35
```

Output
2S+1 = 2
ΔE to the lowest compared entry with this formula, charge and spin = 51.3 kJ/mol
maximum force = 2.78 eV/A
net charge = -1
energy = -80.90323 Ha

=====

# C22H54BCaN7O5

A molecular structure, C22H54BCaN7O5 (the ωB97M-V functional and the def2-TZVPD basis, the Open Molecules 2025 dataset).

XYZ file:
```
90
Properties=species:S:1:pos:R:3:mulliken_charge:R:1
C -0.313 2.683 2.821 -0.41
H -4.298 -3.727 -1.828 0.51
C -2.197 -1.340 -1.003 -0.76
H 1.149 -1.495 3.190 0.17
H -1.123 -0.865 2.321 0.06
C -3.494 0.750 -0.688 -0.63
N -2.508 -2.692 -1.375 0.34
H -3.569 0.512 4.577 0.31
H -0.815 -2.188 5.562 0.48
H -1.295 2.723 3.292 0.35
H -2.888 1.278 -1.424 0.30
H 3.007 0.910 -1.984 -0.03
H -0.273 1.863 2.104 -0.22
H -0.776 2.420 -2.716 0.18
H -5.435 -1.156 -1.370 0.49
H -2.186 5.545 1.443 0.47
H -3.992 0.245 1.400 0.40
N -1.093 3.899 -1.215 0.24
H 0.760 -0.558 -4.785 0.34
H 0.371 2.386 3.616 0.46
H -1.097 -3.909 -2.441 0.31
H 1.245 1.090 -2.610 0.17
O 4.715 0.704 -5.298 -0.52
H -1.984 -4.584 -1.012 0.40
C -3.409 0.978 0.842 -0.73
C -1.453 -1.903 2.276 -0.97
H -4.534 1.015 -0.873 0.27
H 5.588 1.093 0.221 -0.23
C 3.977 -0.894 -3.491 -0.45
N -0.784 -2.399 3.571 -0.08
C -2.108 4.704 -0.646 -0.45
H -0.455 4.902 2.934 0.39
H 5.936 -0.319 -4.025 0.54
H 2.461 -1.682 -1.702 0.34
H 0.885 -1.187 -2.184 0.25
H -1.192 -0.951 -0.923 0.62
H 2.169 0.309 -5.503 0.36
H 5.543 0.997 -5.685 0.34
H -2.986 -0.763 5.972 0.50
H 1.741 -2.535 -3.066 0.45
H -2.362 -3.728 3.814 0.44
C -1.280 -3.824 3.722 -0.88
C -2.713 -1.199 5.010 -0.44
H -1.007 -2.458 1.450 0.57
H -2.369 0.939 1.166 -0.14
O 1.097 -1.227 0.574 -0.54
H 4.231 -1.169 -2.467 0.33
N 2.513 -0.529 -3.500 0.30
C -4.412 -1.500 -1.345 -0.26
H 1.022 -3.071 2.558 0.37
H -3.862 1.928 1.124 0.52
C -1.769 4.931 0.657 -0.42
H -0.622 -3.535 -0.761 0.28
H 1.003 4.244 2.076 0.23
H -2.046 3.684 -2.982 0.29
C -3.873 -2.765 -1.583 -0.53
H -2.973 5.021 -1.209 0.50
C -0.057 4.116 2.292 -0.77
H 5.023 1.031 -3.362 0.25
H 0.700 3.069 -0.196 0.52
H -3.418 -1.906 4.573 0.17
H -0.351 4.170 -3.067 0.38
O 2.004 0.547 1.323 -0.20
H 4.095 -1.763 -4.138 0.49
H 5.972 -0.598 -0.254 -0.06
H 1.297 -2.712 4.392 0.42
C 1.840 -0.559 -4.931 -0.85
O -2.869 -0.039 4.218 -0.41
C 1.827 -1.563 -2.581 -0.96
H -0.946 -4.425 2.876 0.38
N -3.381 -0.652 -1.032 0.30
C 2.294 0.872 -2.808 -0.57
C 4.958 0.163 -4.019 -0.71
Ca 4.118 1.388 1.755 1.18
C -0.210 3.650 -0.210 -0.53
H 4.435 0.170 -0.714 -0.53
H -0.946 -4.369 4.605 0.38
H 2.176 -1.404 -5.532 0.34
H 2.682 1.635 -3.482 0.53
N -0.658 4.186 0.959 0.29
H -0.539 -0.705 4.745 0.49
O 0.424 0.633 -0.101 -0.04
C -1.046 3.470 -2.605 -0.71
C -1.462 -3.723 -1.431 -0.81
H -2.538 -1.990 2.321 0.46
H 4.763 -0.324 0.928 -0.14
C -1.216 -1.559 4.767 -0.72
B 5.205 0.101 0.040 0.40
N 1.166 -0.017 0.620 0.58
C 0.793 -2.491 3.452 -0.72
```

Output
maximum force = 4.98 eV/A
net charge = +4
energy = -2331.01813 Ha

=====

# C5H14

2 unconnected molecules or ions with the total composition C5H14 (the ωB97M-V functional and the def2-TZVPD basis, the Open Molecules 2025 dataset).

XYZ file:
```
19
Properties=species:S:1:pos:R:3:nbo_charge:R:1
C -0.571 -1.318 -1.961 -0.61
H -0.758 0.992 2.312 0.22
H -0.372 -2.433 0.355 0.20
H 0.992 -0.011 -0.927 0.20
C -0.162 2.178 0.469 -0.62
H -0.945 -2.342 -1.761 0.20
H -0.524 -0.058 -0.081 0.20
H -1.097 1.818 -0.011 0.21
H 1.284 -2.647 -0.621 0.21
C 0.231 -0.705 -0.707 -0.40
C 0.625 -1.956 0.025 -0.61
H 0.853 0.872 2.001 0.21
H 0.663 1.964 -0.116 0.21
H -1.458 -0.736 -2.110 0.20
H 0.405 2.440 2.637 0.21
H 1.185 -1.767 0.952 0.20
H -0.007 -1.250 -2.838 0.20
H -0.365 3.327 0.482 0.21
C 0.020 1.631 1.902 -0.64
```

Output
ΔE to the lowest compared entry with this formula, charge and spin = 132.2 kJ/mol
maximum force = 4.19 eV/A
energy = -198.83882 Ha
SMILES string = CCC.CC

=====

# C4H8N4

2 unconnected molecules or ions with the total composition C4H8N4 (the ωB97M-V functional and the def2-TZVPD basis, the Open Molecules 2025 dataset).

XYZ file:
```
16
Properties=species:S:1:pos:R:3:nbo_charge:R:1
C -2.764 0.367 -0.625 -0.66
N 1.880 1.433 -0.007 0.27
H -3.679 0.259 -0.178 0.23
N -0.463 -0.676 0.040 -0.35
C 2.791 -0.675 -0.493 -0.43
H 3.299 -0.354 -1.443 0.19
N 2.437 0.449 0.317 -0.32
H -2.794 0.002 -1.676 0.23
C -1.160 -0.615 1.363 -0.33
H -0.908 0.297 1.948 0.16
H -2.499 1.353 -0.667 0.25
C -1.644 -0.277 0.083 0.28
H 1.896 -1.354 -0.727 0.23
H -1.327 -1.535 2.026 0.19
N 1.403 2.451 -0.065 -0.14
H 3.533 -1.125 0.104 0.21
```

Output
ΔE to the lowest compared entry with this formula, charge and spin = 471.8 kJ/mol
maximum force = 4.15 eV/A
energy = -376.06876 Ha

=====

# C60H57FHgN7O3S2Si

A molecular structure, C60H57FHgN7O3S2Si (the ωB97M-V functional and the def2-TZVPD basis, the Open Molecules 2025 dataset).

XYZ file:
```
132
Properties=species:S:1:pos:R:3:mulliken_spin:R:1
H -1.802 -1.957 -0.164 0.00
H 3.265 -7.514 -2.445 0.00
H 2.288 -6.646 -1.243 0.00
H -6.786 1.601 -0.892 0.00
C -7.611 2.100 -5.939 0.02
Si -2.452 -0.335 2.409 0.00
H -1.698 5.348 0.742 0.00
C -1.015 -2.618 0.203 0.00
C -1.056 6.218 0.651 0.00
H -1.557 -6.067 0.338 0.00
H 0.584 1.932 -2.755 0.00
C -3.464 1.559 6.021 0.00
H -0.650 -5.640 2.654 0.00
H 1.170 4.298 -2.025 0.00
C -3.963 -0.882 4.821 0.00
C 5.375 0.721 -0.338 0.00
H 1.298 9.253 0.315 0.00
H 6.531 -4.979 2.713 0.00
H 2.237 6.977 0.408 0.00
H -6.817 0.029 -4.365 0.02
H -4.683 0.850 7.646 0.00
H -4.869 3.064 -0.363 0.00
N 2.641 1.216 -0.367 0.00
F 5.460 -3.087 4.099 0.00
H 5.091 0.151 -2.416 0.00
C -0.856 0.501 2.148 0.00
N 3.863 -4.510 -0.958 0.00
C -1.375 1.998 -3.787 0.01
H -0.943 1.560 2.410 0.00
C -1.474 -5.055 0.746 0.00
H -0.217 -3.459 3.349 0.00
C 4.235 -5.783 -1.598 0.00
C 2.554 -2.320 0.308 0.00
C -1.583 7.503 0.612 0.00
C 3.665 -3.072 0.955 0.00
H 6.439 0.507 -0.323 0.00
H -5.549 3.855 -6.001 0.02
C -2.289 -2.243 2.305 0.00
H 5.704 4.624 -0.069 0.00
C -0.482 1.756 -2.780 0.00
C -3.855 1.670 -4.008 0.29
H 6.782 -5.447 -0.524 0.00
C 2.334 4.455 -0.228 0.00
C 5.724 -4.459 2.209 0.00
H 2.920 -3.844 -2.703 0.00
H 5.488 -7.470 -1.226 0.00
H -3.271 2.520 6.484 0.00
H -4.644 -0.203 -3.261 0.04
H -1.148 9.601 0.459 0.00
H -4.177 -1.844 4.361 0.00
H -0.402 3.597 -0.749 0.00
C -4.508 -0.601 6.069 0.00
H 4.318 -7.145 0.056 0.00
C 3.046 -3.652 -1.645 0.00
C -3.153 0.038 4.146 0.00
C 5.018 -6.678 -0.644 0.00
H 0.894 -3.241 2.006 0.00
H 3.703 4.583 1.410 0.00
H 2.472 -5.989 -2.872 0.00
H -3.178 0.636 -1.499 0.01
C 1.572 -1.752 -2.117 0.00
C 2.986 -6.525 -2.075 0.00
C -5.993 1.243 -0.247 0.00
H 3.149 4.381 -3.504 0.00
H -3.393 3.604 -4.869 0.03
H 5.421 4.496 -2.525 0.00
C 5.071 -3.408 2.842 0.00
H -0.068 -2.205 -0.148 0.00
H 2.663 0.638 -2.340 0.00
H -5.130 -1.336 6.569 0.00
H -6.888 -0.685 0.061 0.00
C 4.711 4.577 -0.500 0.00
H -2.281 -2.650 3.322 0.00
C 3.598 4.558 0.332 0.00
C -4.139 2.820 -4.791 -0.01
H -3.000 2.216 1.013 0.00
C -2.386 1.056 -2.093 0.04
H 6.594 -6.556 0.836 0.00
H -0.279 -4.348 -0.902 0.00
C -6.041 -0.045 0.277 -0.01
C -6.068 0.804 -4.481 0.09
C 3.345 1.422 0.782 0.00
C 4.743 1.186 0.792 0.00
C -6.371 1.958 -5.297 0.22
H -2.297 2.005 4.283 0.00
H 0.551 -5.420 1.382 0.00
H -5.052 -1.523 1.468 0.00
C -1.192 -4.053 -0.373 0.00
C -4.259 0.625 6.675 0.00
C 1.165 7.118 0.460 0.00
H -3.142 -2.708 1.782 0.00
C 4.287 -4.144 0.314 0.00
N -1.020 -2.580 1.658 0.00
C 3.277 4.430 -2.429 0.00
C -0.739 8.598 0.491 0.00
H 3.577 -1.867 2.722 0.00
N -1.129 1.177 -1.717 0.01
S 2.510 1.994 2.173 0.00
C 4.636 0.523 -1.508 0.00
C -2.921 1.265 4.776 0.00
N -8.643 2.222 -6.477 0.17
C 2.165 4.392 -1.601 0.00
C 5.353 -4.816 0.934 0.00
C -5.346 2.966 -5.416 0.07
O 1.874 -1.576 0.990 0.00
H -2.005 -4.073 -1.103 0.00
C 3.284 0.789 -1.462 0.00
H -2.653 7.650 0.691 0.00
C -4.997 -0.515 1.066 -0.01
C -3.878 0.279 1.338 0.00
C 2.411 -2.583 -1.121 0.00
Hg 0.312 0.604 0.322 -0.01
H -1.252 2.398 -4.779 0.00
N -2.597 1.544 -3.340 -0.01
C 4.070 -2.705 2.238 0.00
H 4.856 -5.557 -2.471 0.00
O 0.800 -0.890 -1.630 0.00
C 6.052 -5.895 0.158 0.00
N -0.177 3.359 0.218 0.01
H -2.433 -4.814 1.216 0.00
C 0.317 6.021 0.570 0.00
C 4.551 4.509 -1.879 0.00
H -0.129 0.051 2.832 0.00
C -4.856 0.676 -3.863 -0.02
O 1.740 -2.046 -3.315 0.00
C -4.910 2.061 0.045 0.01
H 5.280 1.350 1.717 0.00
C 0.634 8.402 0.410 0.00
C -0.128 -3.540 2.265 0.00
S 0.899 4.298 0.859 0.00
C -3.864 1.580 0.825 0.00
C -0.371 -5.007 1.806 0.00
```

Output
2S+1 = 2
ΔE to the lowest compared entry with this formula, charge and spin = 90.1 kJ/mol
maximum force = 0.96 eV/A
net charge = -2
energy = -4268.79699 Ha

=====

# C6H8

C6H8 in the gas phase (the ωB97M-V functional and the def2-TZVPD basis, the Open Molecules 2025 dataset).

XYZ file:
```
14
Properties=species:S:1:pos:R:3:nbo_charge:R:1
H -0.706 -0.797 2.173 0.22
H 0.679 -1.628 -1.509 0.19
H 1.030 -1.100 1.624 0.22
C 0.224 -0.391 1.794 -0.43
C 0.151 0.899 -0.773 -0.46
C 0.404 0.886 1.521 0.05
H -0.428 1.410 -1.554 0.22
H 0.705 2.774 0.474 0.23
C -0.651 -0.335 -0.522 -0.15
H -1.091 -2.184 -1.412 0.20
H 1.111 0.606 -1.225 0.21
C 0.436 1.719 0.510 -0.29
H -1.630 -0.199 -0.062 0.20
C -0.336 -1.457 -1.157 -0.42
```

Output
ΔE to the lowest compared entry with this formula, charge and spin = 270.9 kJ/mol
maximum force = 1.21 eV/A
energy = -233.28381 Ha
SMILES string = C=C=CCC=C

=====

# C3H11N2O

2 unconnected molecules or ions with the total composition C3H11N2O (the ωB97M-V functional and the def2-TZVPD basis, the Open Molecules 2025 dataset).

XYZ file:
```
17
Properties=species:S:1:pos:R:3:nbo_charge:R:1
H 0.117 -0.775 0.788 0.47
H 0.418 -2.411 1.191 0.44
H 0.819 -1.855 -0.272 0.43
C -0.752 0.960 -0.572 0.67
H 2.399 -0.257 0.718 0.24
H -1.687 0.531 -2.455 0.28
O -0.194 1.993 -0.743 -0.51
N -1.189 0.559 0.731 -0.91
N 0.787 -1.597 0.708 -0.70
C 2.143 -1.198 1.194 -0.42
C -1.125 -0.011 -1.702 -0.73
H -2.164 0.286 0.738 0.41
H 2.088 -1.095 2.274 0.24
H -0.199 -0.398 -2.127 0.24
H -1.024 1.364 1.330 0.41
H 2.892 -1.950 0.970 0.24
H -1.715 -0.827 -1.285 0.21
```

Output
ΔE to the lowest compared entry with this formula, charge and spin = 78.8 kJ/mol
maximum force = 1.83 eV/A
net charge = +1
energy = -305.42273 Ha